Molecular formula: C4H6FN2
Method: DFT, wB97M-V/def2-TZVPD

Last columns: bonded neighbours and bond lengths (Å).
Positions of all 13 atoms, in Å:
1 C 0.14 -0.92 1.06  C4 1.405, N5 1.308, H8 1.085
2 C -1.28 -0.63 -0.70  N5 1.273, N6 1.353, H9 1.078
3 C 0.12 1.25 -0.10  N6 1.392, H10 1.086, H11 1.085
4 C 1.39 -0.58 0.51  C1 1.405, F7 1.315, H12 1.084
5 N -0.86 -1.29 0.31  C1 1.308, C2 1.273
6 N -0.90 0.66 -0.84  C2 1.353, C3 1.392, H13 1.014
7 F 1.69 -0.91 -0.73  C4 1.315
8 H 0.02 -0.91 2.14  C1 1.085
9 H -2.02 -1.04 -1.37  C2 1.078
10 H -0.15 1.83 0.78  C3 1.086
11 H 1.01 1.55 -0.64  C3 1.085
12 H 2.23 -0.24 1.09  C4 1.084
13 H -1.39 1.24 -1.51  N6 1.014

Values from the calculation:
- HOMO (alpha / beta) (eV) = -12.58 / -15.30
- gap between HOMO and LUMO (alpha / beta) (eV) = 8.30 / 7.37
- LUMO level (alpha / beta) (eV) = -4.3 / -7.9
- net charge = +1
- energy above the lowest of the compared OMol25 structures with the same formula, charge and spin (eV) = 0.000
- ⟨S²⟩ = 2.014
- 2S+1 = 3